(1)
DFT (ωB97M-V/def2-TZVPD) results for an isolated molecule of C4H8OS at a distorted geometry.

XYZ file:
```
14
Properties=species:S:1:pos:R:3:forces:R:3:nbo_charge:R:1
C -1.71507 -0.99745 -0.85831 -0.21 0.10 0.23 -0.638
C -1.01265 -0.73596 0.44197 -2.05 -2.43 1.20 -0.231
C 0.12319 -0.09722 0.40530 1.89 1.13 -1.53 -0.104
C 0.81681 0.62656 1.45181 1.92 0.19 1.93 -0.675
S 0.88386 0.10452 -1.31493 0.11 0.42 0.06 0.431
O 2.40157 0.91881 -1.21699 -0.87 -1.47 2.13 -0.852
H -2.56639 -1.73083 -0.97160 1.47 0.47 0.36 0.231
H -2.11428 -0.01763 -1.03673 -0.73 0.52 -0.68 0.222
H -0.87918 -1.06342 -1.55507 -0.74 -0.95 -0.80 0.208
H -1.49284 -1.16454 1.38389 0.87 1.22 -1.02 0.220
H 0.44548 1.60655 1.57745 -1.24 1.22 -0.02 0.227
H 0.71269 0.18231 2.47997 0.38 0.07 -1.06 0.230
H 1.86088 0.94479 1.21390 -0.39 -1.21 0.23 0.243
H 2.53593 1.42349 -2.00066 -0.41 0.72 -1.03 0.487
```
Forces are in eV/Å.

SMILES	C/C=C(/C)SO
lowest unoccupied orbital energy	0.55	eV
multiplicity	1
relative energy (zero: lowest compared OMol25 entry of this formula, charge and spin)	58.2	kcal/mol
gap between HOMO and LUMO	8.7	eV
net charge	0
calculated total energy	-630.54223	Ha

=====

(2)
DFT (ωB97M-V/def2-TZVPD) results for an isolated molecule of C4H8OS at a distorted geometry.

XYZ file:
```
14
Properties=species:S:1:pos:R:3:forces:R:3:nbo_charge:R:1
O 0.85595 -1.28594 2.43837 -0.71 1.81 0.03 -0.710
C 0.50894 -1.58544 1.07462 -0.56 -3.31 1.87 -0.109
C 0.56088 -0.52226 0.13667 0.72 3.32 -2.09 -0.235
C -0.42161 0.23859 -0.41453 -1.11 -1.77 2.41 -0.141
C -0.20137 1.18687 -1.52020 1.24 -2.28 -0.42 -0.613
S -0.74968 2.82160 -1.17260 0.64 1.19 -0.07 0.020
H 0.32539 -0.47477 2.68867 0.94 -1.35 -0.34 0.464
H 1.25930 -2.39313 0.78477 -1.08 0.91 0.25 0.193
H -0.50326 -2.03146 1.09778 0.31 -0.08 -0.19 0.164
H 1.61775 -0.26182 -0.09651 -0.74 -0.01 -0.41 0.191
H -1.48231 0.16818 0.01805 1.41 -0.26 -0.81 0.192
H 0.86565 0.93563 -1.68576 -0.10 1.66 -0.30 0.247
H -0.65028 0.77095 -2.42335 -0.37 0.24 -0.04 0.227
H -1.98536 2.43300 -0.92600 -0.59 -0.07 0.11 0.112
```
Forces are in eV/Å.

SMILES	OC/C=C/CS
lowest unoccupied orbital energy	0.85	eV
multiplicity	1
relative energy (zero: lowest compared OMol25 entry of this formula, charge and spin)	40.5	kcal/mol
gap between HOMO and LUMO	10.2	eV
net charge	0
calculated total energy	-630.57046	Ha

=====

(3)
DFT (ωB97M-V/def2-TZVPD) results for an isolated molecule of C4H8OS at a distorted geometry.

XYZ file:
```
14
Properties=species:S:1:pos:R:3:forces:R:3:nbo_charge:R:1
C -0.57290 -0.67992 0.96173 3.77 -0.56 1.82 -0.506
C -0.12819 -0.83625 -0.47029 1.18 0.66 1.78 -0.119
C 0.22170 0.51433 1.71515 -2.18 0.51 -3.49 -0.366
C -0.70034 0.04905 -1.47108 -1.48 0.62 0.52 -0.131
O 0.07225 0.35980 -2.56496 -4.09 -0.84 -2.10 -0.728
S 1.81793 0.12461 2.26899 -0.62 -0.12 -0.04 0.076
H -1.60221 -0.64552 1.01400 -2.27 0.72 0.31 0.214
H -0.27345 -1.49129 1.68005 -0.38 -0.10 -1.27 0.211
H 0.83419 -1.25357 -0.76037 -0.12 -0.17 0.41 0.189
H 0.03164 1.52938 1.14954 0.80 -1.80 1.50 0.193
H -1.32040 0.91423 -1.05232 1.20 -0.56 -0.22 0.163
H -1.48130 -0.54954 -1.90030 -0.92 -0.40 -0.59 0.197
H 0.92742 0.61178 -2.57360 4.20 1.27 1.26 0.479
H 2.17364 1.35293 2.00345 0.92 0.77 0.11 0.129
```
Forces are in eV/Å.

lowest unoccupied orbital energy (alpha / beta)	0.21 / 0.36	eV
multiplicity	1
relative energy (zero: lowest compared OMol25 entry of this formula, charge and spin)	112.0	kcal/mol
gap between HOMO and LUMO (alpha / beta)	7.9 / 8.0	eV
net charge	0
calculated total energy	-630.45651	Ha

=====

(4)
DFT (ωB97M-V/def2-TZVPD) results for a cluster of 2 separate species, C4H8OS in total at a distorted geometry.

XYZ file:
```
14
Properties=species:S:1:pos:R:3:forces:R:3:nbo_charge:R:1
C 1.29851 -0.48671 -1.22438 1.83 -2.15 -1.25 -0.626
C 0.45743 0.24427 -0.18360 -0.94 -1.23 -1.26 -0.295
C 0.25161 0.00094 1.24637 -0.52 -0.67 0.55 -0.460
C -0.93074 -0.39064 0.18379 3.51 -1.90 2.62 0.045
H 2.44910 0.05941 -1.62689 -4.00 -1.25 1.14 0.239
H 0.46386 -0.77087 -2.15065 3.09 0.84 2.44 0.247
H 1.72454 -1.48125 -0.71241 -1.17 1.84 -1.39 0.219
H -0.81435 2.09571 0.27574 2.15 0.25 -1.73 0.186
H 0.84557 -0.85950 1.59389 -0.35 0.70 0.64 0.217
H -0.01101 0.99169 1.86253 0.90 -2.83 -1.04 0.239
H -1.17987 -1.63426 0.17855 0.58 3.99 -0.58 0.215
H -3.08168 -0.29594 0.85436 3.57 3.15 -1.41 0.409
O -1.82720 0.62892 0.31403 -6.70 -3.63 0.86 -0.649
S 0.35424 1.89820 -0.61132 -1.94 2.88 0.42 0.015
```
Forces are in eV/Å.

lowest unoccupied orbital energy	-1.68	eV
multiplicity	1
relative energy (zero: lowest compared OMol25 entry of this formula, charge and spin)	189.8	kcal/mol
gap between HOMO and LUMO	6.7	eV
net charge	0
calculated total energy	-630.33244	Ha

=====

(5)
DFT (ωB97M-V/def2-TZVPD) results for an isolated molecule of C4H8OS at a distorted geometry.

XYZ file:
```
14
Properties=species:S:1:pos:R:3:forces:R:3:mulliken_charge:R:1
C -0.60253 0.51320 -0.08482 -0.43 2.66 0.30 -0.087
C 0.13248 -0.58394 0.04892 6.33 -0.91 -2.30 -0.436
C -2.05846 0.36321 0.22975 0.47 2.88 -1.44 -1.104
C 1.74280 -0.53988 -0.42880 -3.92 -3.66 -1.67 -0.259
O 2.42220 -1.51887 0.29003 0.18 0.53 1.65 -0.464
S 2.54769 1.13788 -0.00422 0.25 2.38 0.90 -0.137
H -0.01782 1.43659 -0.27573 -0.86 -0.16 -0.01 0.245
H -0.18998 -1.46868 0.52265 -0.02 -1.05 0.62 0.402
H -2.57344 1.30992 0.52065 0.45 -0.73 -0.17 0.300
H -2.48892 0.01361 -0.69416 -0.79 -0.37 -0.17 0.269
H -2.10833 -0.34537 0.98454 -0.65 -1.47 1.46 0.339
H 2.09548 -0.75576 -1.51884 -1.47 0.66 1.79 0.370
H 2.15267 -1.38906 1.23602 0.43 -0.34 -1.04 0.383
H 3.66371 0.76480 -0.65742 0.03 -0.42 0.08 0.179
```
Forces are in eV/Å.

lowest unoccupied orbital energy (alpha / beta)	0.64 / -3.61	eV
multiplicity	3
relative energy (zero: lowest compared OMol25 entry of this formula, charge and spin)	84.4	kcal/mol
gap between HOMO and LUMO (alpha / beta)	4.6 / 5.0	eV
net charge	0
calculated total energy	-630.36844	Ha

=====

(6)
DFT (ωB97M-V/def2-TZVPD) results for the ion C4H8OS2 with charge -1 at a distorted geometry.

XYZ file:
```
15
Properties=species:S:1:pos:R:3:forces:R:3:nbo_charge:R:1
C -0.26035 1.53250 0.26320 0.06 3.51 -0.04 -0.520
C -0.61154 2.96180 -0.37551 -2.14 -1.82 1.41 0.477
O -0.13230 3.67807 -1.19014 1.44 0.31 -0.83 -0.550
C -1.24967 0.49964 -0.12820 -3.00 -0.47 3.16 -0.536
S -1.01345 -0.90807 1.02475 -0.71 -0.13 0.70 -0.308
S 0.79796 -1.61000 -0.62994 0.22 -0.12 -1.49 -0.285
C 1.60407 -3.03961 0.04003 1.21 -0.93 1.65 -0.783
H -0.29497 1.79380 1.33463 -0.23 -0.38 -0.16 0.213
H 0.73188 1.14830 0.07423 0.31 0.12 -0.36 0.247
H -1.64623 3.29221 0.02002 0.77 -0.40 0.03 0.049
H -2.42521 0.69113 -0.09141 2.67 0.28 -0.23 0.210
H -0.95781 0.11305 -1.02188 0.29 -0.89 -3.01 0.210
H 1.83281 -2.75290 1.13123 0.37 -0.72 -1.51 0.196
H 1.12535 -4.03436 0.11642 -0.88 0.63 -0.15 0.180
H 2.49944 -3.36556 -0.56745 -0.36 1.00 0.84 0.199
```
Forces are in eV/Å.

lowest unoccupied orbital energy (alpha / beta)	3.67 / 3.52	eV
multiplicity	2
relative energy (zero: lowest compared OMol25 entry of this formula, charge and spin)	27.1	kcal/mol
gap between HOMO and LUMO (alpha / beta)	5.5 / 6.6	eV
net charge	-1
calculated total energy	-1028.78264	Ha

=====

(7)
DFT (ωB97M-V/def2-TZVPD) results for an isolated molecule of C4H8OS2 at a distorted geometry.

XYZ file:
```
15
Properties=species:S:1:pos:R:3:forces:R:3:nbo_charge:R:1
C 3.14529 0.26585 -0.57804 -0.29 0.58 0.05 -0.744
S 1.47371 0.91041 -0.41436 -1.02 -2.89 0.69 0.076
S 0.66524 -1.25050 0.11086 0.08 2.24 -1.09 0.100
C -0.63469 -0.67585 1.20713 -0.20 1.97 1.56 -0.565
C -1.57652 0.47635 0.77733 0.78 0.04 -1.42 -0.527
C -2.53552 0.10435 -0.29420 -1.18 -1.14 -0.66 0.435
O -3.58131 0.63033 -0.58732 0.29 0.72 0.49 -0.519
H 3.14351 -0.56584 -1.27997 0.29 0.36 -0.29 0.226
H 3.50768 -0.09524 0.37936 0.18 0.24 0.06 0.225
H 3.64900 1.18441 -0.92047 0.47 -0.78 -0.04 0.231
H -1.23222 -1.44597 1.68519 0.39 -0.58 -0.17 0.239
H -0.05324 -0.14032 1.97008 -0.22 -0.66 0.40 0.228
H -0.88866 1.20492 0.31848 -0.43 0.23 0.18 0.245
H -2.12208 0.98226 1.57155 0.22 -0.20 0.31 0.245
H -2.33577 -0.83509 -0.83673 0.65 -0.13 -0.06 0.105
```
Forces are in eV/Å.

SMILES	CSSCCC=O
lowest unoccupied orbital energy	-0.77	eV
multiplicity	1
relative energy (zero: lowest compared OMol25 entry of this formula, charge and spin)	33.2	kcal/mol
gap between HOMO and LUMO	8.0	eV
net charge	0
calculated total energy	-1028.77012	Ha

=====

(8)
DFT (ωB97M-V/def2-TZVPD) results for a structure of composition C4H8OSc at a distorted geometry.

XYZ file:
```
14
Properties=species:S:1:pos:R:3:forces:R:3:nbo_charge:R:1
H -1.24197 -0.51930 0.60334 1.46 1.64 -0.83 0.521
C 0.25852 -1.20616 0.55043 -1.30 1.27 -1.48 -0.586
C 1.54850 -0.67577 -0.13090 -0.09 0.94 -0.97 -0.327
C 0.63595 0.38370 0.28049 0.26 -1.02 3.16 -0.159
C -0.41558 1.14239 -0.47333 1.57 -0.45 -0.74 -0.128
O -1.68027 0.66559 -0.02520 -1.78 -0.90 0.43 -0.977
Sc -3.59433 1.23544 -0.62505 0.95 -0.28 0.46 1.850
H 0.46801 -1.85244 1.40352 -0.67 0.45 -0.09 0.314
H -0.35509 -1.43744 -0.32581 0.14 -1.65 0.36 0.251
H 1.60132 -0.86613 -1.20436 0.22 -0.15 0.39 0.250
H 2.46272 -0.81823 0.44338 -0.25 0.03 -0.18 0.281
H 0.80689 0.80934 1.27446 0.41 0.14 -0.45 0.254
H -0.27771 0.93822 -1.54851 -0.31 0.35 0.23 0.207
H -0.21696 2.20080 -0.22248 -0.60 -0.35 -0.30 0.248
```
Forces are in eV/Å.

lowest unoccupied orbital energy (alpha / beta)	-10.41 / -10.39	eV
multiplicity	2
gap between HOMO and LUMO (alpha / beta)	7.3 / 7.8	eV
net charge	+2
calculated total energy	-992.34165	Ha

=====

- Look up the calculated total energy of the eighth one.
  -992.34165 Ha